[1]
Entry from the Open Molecules 2025 dataset: a molecular structure, C30H28ClFInN6O5 (ωB97M-V with the def2-TZVPD basis set).

Output
HOMO level: -9.8 eV
charge: +1
HOMO-LUMO gap: 6.4 eV
energy: -2614.733748 Ha
energy relative to the best compared isomer or geometry (same formula, charge and spin): 15.4 kcal per mole

Geometry (Å):
In: -0.0904 0.1391 -0.0363
O: 0.4013 3.8126 4.0740
C: 1.1540 4.2870 3.0591
C: 2.0679 5.3036 3.3317
C: 2.8962 5.7898 2.3418
C: 2.8171 5.2849 1.0538
C: 1.9013 4.2960 0.7662
C: 1.0700 3.7711 1.7567
C: 0.2841 2.5674 1.4163
O: 0.3443 2.1591 0.2003
N: -0.2900 1.9421 2.4018
N: -0.6665 0.6025 2.1536
C: 0.3506 -1.5702 2.8820
C: -0.2687 -2.4577 1.8552
C: -0.5019 -3.7953 2.1708
C: -0.9839 -4.6507 1.1973
C: -1.2362 -4.1517 -0.0720
C: -0.9757 -2.8178 -0.3092
N: -0.4952 -2.0109 0.6253
H: -0.1725 3.1160 3.6819
H: 2.1209 5.6857 4.3388
H: 3.6132 6.5608 2.5767
H: 3.4766 5.6513 0.2846
H: 1.8294 3.8767 -0.2255
H: 0.4578 -2.1271 3.8154
H: -0.3040 -4.1618 3.1667
H: -1.1610 -5.6897 1.4239
H: -1.6140 -4.7819 -0.8604
H: -1.1372 -2.3605 -1.2768
F: 6.1355 -1.4890 3.9007
C: 4.8597 -1.2386 4.2880
C: 3.9340 -1.0393 3.2979
C: 2.5889 -0.7949 3.5852
C: 1.6632 -0.9248 2.4745
O: 1.8940 -0.5742 1.3157
C: -0.1744 -0.1846 3.1862
C: 0.0838 0.3593 4.4066
N: 1.0168 -0.0576 5.3156
C: 0.8303 0.3635 6.6842
C: 0.3421 1.7404 7.0307
C: 1.7608 1.3618 7.3148
C: 2.2198 -0.6137 4.9449
C: 3.1843 -0.8940 5.9277
C: 4.4998 -1.2333 5.6477
N: 5.4065 -1.4609 6.6981
C: 6.7971 -1.7878 6.4104
C: 7.5688 -1.9232 7.7270
N: 6.9957 -0.9474 8.6853
C: 5.6254 -1.3691 9.0999
C: 4.9652 -2.0977 7.9192
C: -2.2034 0.4301 1.7767
O: -2.9448 0.4497 2.7079
O: -2.3242 0.2799 0.5582
H: 4.2364 -1.1159 2.2659
H: -0.4939 1.2256 4.6939
H: 0.4674 -0.4467 7.3113
H: -0.3512 1.8183 7.8537
H: 0.1773 2.4668 6.2510
H: 2.0793 1.2096 8.3350
H: 2.5143 1.8056 6.6828
H: 2.8759 -0.8148 6.9549
H: 7.2297 -0.9807 5.8160
H: 6.9033 -2.7188 5.8406
H: 8.6250 -1.7172 7.5617
H: 7.4813 -2.9212 8.1583
H: 6.9217 -0.0534 8.1852
H: 7.5993 -0.8122 9.5028
H: 5.0602 -0.4784 9.3731
H: 5.6914 -2.0250 9.9681
H: 3.8851 -2.0507 8.0231
H: 5.2406 -3.1597 7.9280
Cl: 0.2704 -0.2084 -2.2572

Löwdin population analysis, charges in e, atoms 1 to 2: number 1, In, carries 0.651; number 2, O, carries 0.040


[2]
Entry from the Open Molecules 2025 dataset: a molecular structure, C30H28FN3O9Zn (ωB97M-V with the def2-TZVPD basis set).

Output
HOMO level: -0.6 eV
charge: -2
HOMO-LUMO gap: 4.3 eV
energy: -3880.679424 Ha
energy relative to the best compared isomer or geometry (same formula, charge and spin): 75.9 kcal per mole

Geometry (Å):
Zn: -0.3059 -0.8097 -2.1859
C: -3.6605 -1.9008 5.0343
C: -2.5579 -2.8795 4.6369
C: -1.5355 -3.1133 5.7428
C: -0.7509 -1.8401 6.0317
C: -0.1987 -1.2545 4.7573
C: 0.8927 -0.4110 4.7781
C: 1.3887 0.1161 3.5940
F: 2.4632 0.9405 3.6743
C: 0.8366 -0.1757 2.3778
C: -0.2697 -1.0291 2.3328
C: -0.8624 -1.3351 0.9993
O: -0.3487 -0.7969 0.0253
C: -2.0018 -2.2354 1.0146
C: -2.4222 -2.6941 2.2148
N: -1.8727 -2.4206 3.4332
C: -0.7866 -1.5678 3.5163
C: -2.8183 -2.7282 -0.2164
O: -3.8017 -3.4471 0.0872
O: -2.4239 -2.3608 -1.3279
H: -4.1694 -2.2385 5.9404
H: -4.3938 -1.8206 4.2317
H: -3.2542 -0.9040 5.2121
H: -3.0168 -3.8357 4.3779
H: -0.8495 -3.9003 5.4197
H: -2.0475 -3.4661 6.6406
H: 0.0672 -2.0470 6.7248
H: -1.3990 -1.1103 6.5276
H: 1.3768 -0.1582 5.7143
H: 1.2274 0.2211 1.4482
H: -3.2857 -3.3512 2.2072
C: -6.4999 1.8768 -1.8124
O: -5.7190 3.0419 -1.6557
C: -4.3577 2.8768 -1.7262
C: -3.6034 4.0518 -1.5469
C: -2.2353 3.9579 -1.5931
C: -1.5443 2.7515 -1.8102
C: -0.0825 2.7044 -1.8641
C: 0.7574 3.9733 -1.7046
O: 0.5519 1.6795 -2.0440
C: -2.3161 1.5481 -1.9951
O: -1.8564 0.3855 -2.1816
C: -3.7447 1.6749 -1.9460
H: -7.5390 2.1897 -1.7218
H: -6.2730 1.1357 -1.0417
H: -6.3420 1.4190 -2.7927
H: -4.1097 4.9921 -1.3734
H: -1.6728 4.8697 -1.4500
H: 0.2177 4.9017 -1.5450
H: 1.3688 4.0685 -2.6027
H: 1.4361 3.8065 -0.8675
H: -4.2844 0.7472 -2.0722
O: 0.8626 -1.9484 -2.9231
O: 7.6560 2.6987 -4.0502
C: 6.8694 1.8541 -4.9188
N: 5.8699 1.1946 -4.1824
C: 5.9275 -0.1702 -3.8994
O: 6.8738 -0.8319 -4.3327
C: 4.8266 -0.7226 -3.1303
C: 4.7220 -2.1283 -2.9639
C: 3.6759 -2.6686 -2.2794
C: 2.6658 -1.8178 -1.7538
N: 2.8091 -0.4743 -1.8650
C: 3.8122 0.0373 -2.5247
H: 8.2978 3.1565 -4.6013
H: 7.4968 1.0852 -5.3687
H: 6.4207 2.4829 -5.6980
H: 5.0872 1.7250 -3.8481
H: 5.4960 -2.7544 -3.3912
H: 3.5983 -3.7393 -2.1374
H: 1.8591 -2.2029 -1.1575
H: 3.8023 1.1258 -2.5919

Löwdin population analysis, charges in e, atoms 1 to 2: number 1, Zn, carries 0.729; number 2, C, carries -0.032


[3]
Entry from the Open Molecules 2025 dataset: a molecular structure, C30H28LuN2Si (ωB97M-V with the def2-TZVPD basis set).

Output
HOMO level: -8.5 eV
charge: +1
HOMO-LUMO gap: 3.7 eV
energy: -2794.193776 Ha
energy relative to the best compared isomer or geometry (same formula, charge and spin): 0.0 kcal per mole

Geometry (Å):
C: 0.6671 -0.3793 0.5069
C: 0.3049 -1.2899 -0.5277
C: 1.3644 -1.3448 -1.4772
H: -0.5790 -1.9353 -0.5138
C: 2.4015 -0.4774 -1.0182
C: 1.9711 0.1198 0.2070
H: 2.5979 0.7381 0.8482
H: 0.0981 -0.2037 1.4252
H: 1.4091 -1.9996 -2.3488
H: 3.3976 -0.3668 -1.4401
Lu: 0.4249 0.9293 -1.4327
C: -2.8089 0.0977 -1.6457
H: -1.6972 0.0548 -1.5911
H: -3.2620 1.0257 -1.2820
H: -3.1758 -0.0261 -2.6728
Si: -3.8629 -1.5177 -0.6392
C: -4.3092 -2.4837 1.0633
C: -3.4231 -3.3670 1.6943
H: -2.5830 -3.8210 1.1539
C: -3.6111 -3.6784 3.0519
H: -2.9062 -4.3385 3.5474
C: -4.6741 -3.1438 3.7805
H: -4.7798 -3.3211 4.8487
C: -5.6225 -2.3864 3.0929
H: -6.4969 -2.0076 3.6089
C: -5.4777 -2.1106 1.7395
H: -6.2916 -1.6000 1.2157
C: -3.0939 -2.9017 -1.6639
C: -3.4470 -4.2299 -1.4232
H: -4.1825 -4.4565 -0.6487
C: -2.8660 -5.2640 -2.1640
H: -3.1444 -6.2883 -1.9448
C: -1.9379 -5.0023 -3.1772
H: -1.5015 -5.8128 -3.7683
C: -1.6279 -3.6732 -3.4627
H: -0.9454 -3.4257 -4.2760
C: -2.1996 -2.6405 -2.7155
H: -1.9475 -1.6152 -2.9612
H: -2.8226 -0.8984 0.3049
H: -5.3189 -1.5326 -0.7760
C: -2.7650 3.0386 0.9052
C: -1.8916 2.0338 0.4939
N: -0.7353 2.3206 -0.1582
C: -0.2586 3.6105 -0.1629
C: -1.0152 4.6499 0.4309
C: -2.3092 4.3496 0.8945
C: -0.3879 5.9264 0.5742
C: 0.9367 6.1134 0.2582
C: 1.7339 5.0593 -0.3051
C: 3.1254 5.1540 -0.5121
C: 3.8142 4.0714 -1.0414
C: 3.1139 2.9237 -1.4083
N: 1.7793 2.7859 -1.1936
C: 1.0962 3.8282 -0.6087
H: -3.7667 2.7766 1.2515
H: -2.1312 0.9752 0.6169
H: -2.9289 5.1530 1.2839
H: -0.9823 6.7371 0.9988
H: 1.4221 7.0720 0.4505
H: 3.6411 6.0709 -0.2261
H: 4.8969 4.1022 -1.1796
H: 3.6223 2.0790 -1.8719

natural (NBO) population analysis, charges in e, atoms 1 to 2: number 1, C, carries -0.405; number 2, C, carries -0.372


[4]
Entry from the Open Molecules 2025 dataset: a molecular structure, C30H28N10O2S3Ti (ωB97M-V with the def2-TZVPD basis set).

Output
<S²>: 2.0339
HOMO level (alpha / beta): -10.8 / -12.2 eV
spin multiplicity: 3
charge: +2
HOMO-LUMO gap (alpha / beta): 5.1 / 6.4 eV
energy: -3901.802749 Ha
energy relative to the best compared isomer or geometry (same formula, charge and spin): 40.1 kcal per mole

Geometry (Å):
Ti: 0.3524 -0.1369 -0.3491
N: -0.9839 -3.1145 -2.8540
C: -2.3407 -3.0289 -3.1849
C: -2.9069 -4.0021 -4.0003
C: -4.2543 -3.9558 -4.3189
C: -5.0455 -2.9207 -3.8536
C: -4.4881 -1.9295 -3.0583
C: -3.1497 -1.9941 -2.7193
S: -2.4698 -0.7305 -1.6458
N: -0.8452 -1.1959 -1.4708
C: -0.3122 -2.2777 -2.0155
C: 1.0504 -2.5353 -1.6281
C: 1.8276 -3.6200 -2.0730
C: 3.0856 -3.8092 -1.5589
C: 3.5708 -2.9013 -0.6036
C: 2.7841 -1.8372 -0.2368
N: 1.5498 -1.6306 -0.7204
H: -0.4932 -3.9079 -3.2368
H: -2.2881 -4.8016 -4.3816
H: -4.6813 -4.7356 -4.9286
H: -6.0900 -2.8772 -4.1121
H: -5.0879 -1.1104 -2.6936
H: 1.4451 -4.3026 -2.8162
H: 3.6980 -4.6371 -1.8789
H: 4.5485 -3.0374 -0.1733
H: 3.1431 -1.1077 0.4853
S: -3.3542 2.2575 5.5667
N: -2.9877 0.7605 5.1007
C: -2.4379 0.7950 3.8952
C: -1.8987 -0.3147 3.1635
C: -1.8280 -1.6185 3.6354
C: -1.1980 -2.5797 2.8475
C: -0.6516 -2.2142 1.6295
N: -0.6987 -0.9716 1.1524
C: -1.3277 -0.0172 1.8966
C: -1.3145 1.2942 1.3582
N: -0.7429 1.4318 0.1164
C: -0.6678 2.6707 -0.3972
C: -1.1228 3.7935 0.2619
C: -1.6993 3.6737 1.5310
C: -1.7994 2.4084 2.0923
C: -2.3481 2.1297 3.3893
N: -2.8135 3.0217 4.2523
H: -2.2374 -1.8617 4.6031
H: -1.1095 -3.5986 3.1887
H: -0.1479 -2.9521 1.0109
H: -0.1987 2.7508 -1.3751
H: -1.0286 4.7629 -0.2013
H: -2.0549 4.5345 2.0731
O: 1.8987 1.1435 -0.0804
C: 1.9622 1.2253 1.1565
O: 1.4833 0.3948 1.9560
C: 2.6793 2.4400 1.8065
N: 2.4695 2.2911 3.2784
C: 3.8041 2.2445 3.9461
C: 4.7260 2.9369 2.9496
C: 4.2000 2.4229 1.6102
H: 2.2374 3.3675 1.4363
H: 1.9439 1.3666 3.3222
H: 1.8850 3.0346 3.6650
H: 4.1014 1.2040 4.0823
H: 3.7734 2.7281 4.9205
H: 5.7682 2.6748 3.1078
H: 4.6273 4.0204 3.0203
H: 4.5493 1.4041 1.4386
H: 4.5074 3.0329 0.7651
N: 0.4044 2.0584 -5.0065
C: -0.0699 1.5454 -3.8712
N: -1.3558 1.7455 -3.5608
S: 0.9916 0.7118 -2.8539
H: -0.1719 2.5667 -5.6597
H: 1.3836 1.9410 -5.2128
H: -1.9700 2.2309 -4.1967
H: -1.7793 1.2497 -2.7835

Löwdin population analysis, charges in e, atoms 1 to 2: number 1, Ti, carries 0.745; number 2, N, carries 0.147


[5]
Entry from the Open Molecules 2025 dataset: a molecular structure, C30H28N2NaO3P (ωB97M-V with the def2-TZVPD basis set).

Output
HOMO level: -7.8 eV
HOMO-LUMO gap: 7.8 eV
energy: -1998.854531 Ha
energy relative to the best compared isomer or geometry (same formula, charge and spin): 18.3 kcal per mole

Geometry (Å):
Na: -1.1790 -1.2097 -1.9469
C: 1.7496 -3.0890 -3.2069
C: 1.7312 -1.6340 -3.6116
C: 2.4765 -1.3706 -4.9331
C: 2.2690 -0.6882 -2.5393
C: 3.7294 -0.9100 -2.1593
O: 3.7065 -0.9051 -0.7555
C: 2.3952 -0.9225 -0.3739
N: 1.5309 -0.7945 -1.2853
C: 2.2224 -1.0960 1.0933
C: 3.4256 -1.2609 1.7735
C: 3.4806 -1.4613 3.1308
C: 2.3025 -1.4664 3.8609
C: 1.0939 -1.2731 3.1987
C: 1.0058 -1.1133 1.8184
P: -0.6595 -0.9626 1.0614
C: -0.8813 0.8348 0.7697
C: 0.0955 1.7477 0.9767
C: -0.0677 3.1938 0.6425
C: -1.4875 3.7842 0.7609
C: -2.6313 2.7828 0.5171
C: -2.2114 1.2977 0.2173
C: -1.8075 -1.2703 2.4617
C: -2.2760 -2.5834 2.6209
C: -3.2220 -2.8377 3.5937
C: -3.7277 -1.8102 4.3535
C: -3.2779 -0.5178 4.1886
C: -2.2993 -0.2536 3.2364
H: 1.2211 -3.6511 -3.9580
H: 1.2583 -3.2597 -2.2209
H: 2.7717 -3.4629 -3.1348
H: 0.6708 -1.3366 -3.7215
H: 3.5076 -1.7276 -4.8828
H: 2.4409 -0.3049 -5.1407
H: 1.9508 -1.8966 -5.7507
H: 2.1249 0.3455 -2.9247
H: 4.3947 -0.1082 -2.4606
H: 4.1120 -1.8821 -2.4694
H: 4.3649 -1.2208 1.2377
H: 4.4096 -1.5775 3.6482
H: 2.3378 -1.5851 4.9476
H: 0.1753 -1.2798 3.7988
H: 1.0448 1.4331 1.3983
H: 0.6390 3.7544 1.1976
H: -1.6106 4.5041 1.5410
H: -3.4838 2.8752 1.1700
H: -2.9978 0.5872 0.4103
H: -1.9394 -3.3727 1.9741
H: -3.6194 -3.8313 3.7353
H: -4.4827 -2.0201 5.0930
H: -3.6802 0.2910 4.7408
H: -1.9227 0.7522 3.1597
O: -4.1377 1.5835 -2.7555
C: -3.2716 0.8885 -2.2095
O: -3.1497 -0.3690 -2.2055
C: -2.1909 1.6776 -1.3283
C: -2.6180 3.1115 -0.9822
C: -1.4730 4.1450 -0.7276
C: -0.0370 3.5887 -0.8906
C: 0.0388 2.4128 -1.7895
N: -0.8556 1.5216 -1.9258
H: -3.4908 3.4672 -1.5312
H: -1.6701 5.1497 -1.0693
H: 0.7053 4.3636 -1.1322
H: 0.9761 2.2227 -2.3056

natural (NBO) population analysis, charges in e, atoms 1 to 2: number 1, Na, carries 0.926; number 2, C, carries -0.623


[6]
Entry from the Open Molecules 2025 dataset: a molecular structure, C30H28N2ORuS4 (ωB97M-V with the def2-TZVPD basis set).

Output
<S²>: 0.7912
HOMO level (alpha / beta): -9.9 / -9.9 eV
spin multiplicity: 2
charge: +1
HOMO-LUMO gap (alpha / beta): 5.3 / 5.2 eV
energy: -3032.188856 Ha
energy relative to the best compared isomer or geometry (same formula, charge and spin): 44.7 kcal per mole

Geometry (Å):
Ru: -0.7353 -0.2869 -0.3763
S: -3.1234 -0.7040 -0.1082
C: -3.1167 -2.3086 0.6228
C: -4.2550 -2.7247 1.3197
C: -4.2784 -3.9410 1.9745
C: -3.1677 -4.7800 1.9538
C: -2.0486 -4.4042 1.2375
C: -2.0236 -3.1729 0.5855
S: -0.6106 -2.7405 -0.3974
C: 0.7563 -2.6535 0.8158
C: 1.7855 -1.6805 0.3145
C: 3.1289 -1.9611 0.5377
C: 4.0941 -1.0534 0.1191
C: 3.6839 0.0701 -0.5496
C: 2.3111 0.2922 -0.8122
C: 1.9453 1.3796 -1.6022
S: -1.1994 1.8712 -0.4029
C: -1.5847 2.3510 1.1805
C: -1.8847 3.7053 1.4723
C: -2.0107 4.0963 2.7730
C: -1.8703 3.1591 3.8255
C: -1.6273 1.8422 3.5657
C: -1.4744 1.4093 2.2254
S: -1.1781 -0.2162 1.8750
N: 1.3687 -0.5782 -0.3213
H: -5.1122 -2.0649 1.3539
H: -5.1679 -4.2376 2.5142
H: -3.1792 -5.7200 2.4878
H: -1.1887 -5.0608 1.1816
H: 1.2003 -3.6384 0.9441
H: 0.3297 -2.3245 1.7640
H: 3.4048 -2.8683 1.0560
H: 5.1429 -1.2411 0.3045
H: 4.3923 0.8053 -0.9049
H: 0.9209 1.5882 -1.8558
H: 2.7112 2.0336 -1.9919
H: -1.9850 4.4238 0.6697
H: -2.2176 5.1333 3.0005
H: -1.9694 3.4896 4.8512
H: -1.5500 1.1203 4.3685
C: 2.7004 1.9132 3.8621
C: 2.9007 2.9949 2.8018
C: 1.7800 2.6823 1.8202
O: 1.5433 1.2677 1.9003
C: 2.2708 0.7295 3.0090
H: 1.8985 2.1952 4.5469
H: 3.5999 1.7014 4.4372
H: 3.8753 2.8779 2.3236
H: 2.8257 4.0059 3.1983
H: 2.0278 2.9285 0.7841
H: 0.8625 3.2101 2.0879
H: 3.1409 0.1761 2.6382
H: 1.6198 0.0290 3.5391
N: -0.7113 -0.3918 -2.4163
C: -0.7310 -0.4101 -3.5622
C: -0.7450 -0.4125 -4.9942
C: -0.9426 0.7941 -5.6666
C: -0.9402 0.8040 -7.0496
C: -0.7447 -0.3778 -7.7527
C: -0.5527 -1.5764 -7.0779
C: -0.5513 -1.6016 -5.6948
H: -1.0972 1.7048 -5.1037
H: -1.0930 1.7336 -7.5801
H: -0.7438 -0.3653 -8.8342
H: -0.4054 -2.4935 -7.6312
H: -0.4041 -2.5284 -5.1571

natural (NBO) population analysis, charges in e, atoms 1 to 2: number 1, Ru, carries -0.001; number 2, S, carries 0.023


[7]
Entry from the Open Molecules 2025 dataset: a molecular structure, C30H28N2OsSi (ωB97M-V with the def2-TZVPD basis set).

Output
<S²>: 6.0311
HOMO level (alpha / beta): -10.4 / -13.6 eV
spin multiplicity: 5
charge: +2
HOMO-LUMO gap (alpha / beta): 4.6 / 3.7 eV
energy: -1648.889872 Ha
energy relative to the best compared isomer or geometry (same formula, charge and spin): 0.0 kcal per mole

Geometry (Å):
C: 0.4554 1.4218 0.6631
C: -0.5477 1.5106 -0.3513
C: -1.8034 1.7614 0.2604
H: -0.3964 1.4300 -1.4203
C: -1.5869 1.8348 1.6679
C: -0.1843 1.6291 1.9237
H: 0.3270 1.6622 2.8844
H: 1.5125 1.2373 0.5079
H: -2.7657 1.8507 -0.2391
H: -2.3516 2.0929 2.3873
Os: -1.0125 -0.0450 1.0039
C: -0.3352 -1.0574 -1.9871
H: -1.4272 -1.0413 -1.9269
H: 0.1113 -0.5942 -1.0975
H: 0.0117 -2.0943 -2.0344
Si: 0.4595 -0.1677 -3.8051
C: 1.6598 -1.2816 -4.7170
C: 2.6957 -0.6328 -5.4256
H: 2.6724 0.4540 -5.5492
C: 3.7797 -1.3517 -5.9318
H: 4.5915 -0.8271 -6.4349
C: 3.8314 -2.7419 -5.7866
H: 4.6810 -3.2998 -6.1867
C: 2.7934 -3.3982 -5.1157
H: 2.8327 -4.4835 -5.0027
C: 1.7118 -2.6795 -4.5778
H: 0.9181 -3.2023 -4.0413
C: -1.0242 0.4873 -4.7557
C: -0.7747 0.9741 -6.0549
H: 0.1324 0.6650 -6.5800
C: -1.6377 1.9024 -6.6473
H: -1.3939 2.3459 -7.6131
C: -2.8109 2.2942 -5.9913
H: -3.4739 3.0392 -6.4378
C: -3.1235 1.7296 -4.7496
H: -4.0455 2.0257 -4.2441
C: -2.2501 0.8178 -4.1396
H: -2.5128 0.3866 -3.1730
H: -2.1527 -0.9401 0.2856
H: 1.2234 1.0589 -4.0372
C: 1.7845 -3.6118 0.6549
C: 1.2405 -2.3324 0.5048
N: 0.2785 -1.8413 1.3138
C: -0.1132 -2.6080 2.3616
C: 0.4264 -3.9100 2.5927
C: 1.3396 -4.4386 1.6691
C: 0.0610 -4.5754 3.7972
C: -0.6144 -3.9182 4.7974
C: -1.1290 -2.5985 4.6191
C: -1.6984 -1.8346 5.6488
C: -2.2025 -0.5839 5.3467
C: -2.1429 -0.1145 4.0305
N: -1.4739 -0.7651 3.0556
C: -0.9779 -1.9963 3.3372
H: 2.5478 -3.9445 -0.0439
H: 1.5678 -1.6824 -0.3082
H: 1.6954 -5.4671 1.7799
H: 0.3859 -5.6088 3.9353
H: -0.7713 -4.3949 5.7639
H: -1.6987 -2.2283 6.6564
H: -2.6482 0.0668 6.0970
H: -2.6109 0.8391 3.7896

natural (NBO) population analysis, charges in e, atoms 1 to 2: number 1, C, carries -0.337; number 2, C, carries -0.271